# 1
# C5H8N2

One molecule with the formula C5H8N2 (the ωB97M-V functional and the def2-TZVPD basis, the OMol25 dataset).

Computed properties:
Electronic energy ... -8287.82798 eV
Gap between HOMO and LUMO ... 6.40 eV

Element x y z (Å)
H (1.492, -2.157, 2.216)
H (-0.394, 2.828, -0.076)
C (0.631, -0.485, 1.043)
H (-0.960, -1.087, -1.758)
C (1.385, -1.055, 2.216)
N (-0.475, -0.644, -0.990)
C (0.212, -1.333, 0.112)
H (-2.268, 1.677, -1.999)
N (-1.254, 1.643, -1.916)
H (2.400, -0.633, 2.262)
C (-0.614, 1.930, -0.622)
H (0.263, -2.417, -0.052)
C (-0.562, 0.654, -0.820)
H (-0.761, 1.852, -2.782)
H (0.907, -0.772, 3.164)

# 2
# C24H26ErN8O6

C24H26ErN8O6 as an isolated structure at a distorted geometry (the ωB97M-V functional and the def2-TZVPD basis, the OMol25 dataset).

Computed properties:
Electronic energy ... -77128.29474 eV
Charge ... +1
Spin multiplicity ... 4
Gap between HOMO and LUMO (spin up / spin down) ... 5.57 / 5.88 eV

Element x y z (Å)
O (-0.101, 2.077, 2.899)
C (-1.882, 3.018, -1.351)
H (-5.784, 5.043, 0.648)
C (-0.034, -3.830, 3.467)
H (1.317, 0.869, -7.124)
H (-0.423, -0.574, 3.070)
H (5.096, -0.948, -1.594)
H (2.942, 0.560, -0.803)
C (-0.448, -1.613, 2.746)
C (-1.644, 2.593, 0.048)
C (-3.775, 4.299, -0.558)
N (2.246, -2.252, 3.125)
H (1.859, -1.261, -5.922)
N (-1.055, 2.302, -2.123)
C (2.205, -3.657, 2.745)
C (-3.722, 3.718, 0.757)
H (1.118, -3.397, 0.391)
C (-0.857, 2.432, -3.415)
C (2.259, -2.430, -1.639)
N (0.860, -4.051, 2.333)
C (1.820, -1.442, 2.009)
O (-2.492, 1.998, 2.119)
H (0.300, -4.443, 4.306)
H (1.223, -1.498, -3.585)
H (-1.473, -1.877, 2.467)
C (0.989, -0.576, -4.096)
N (0.354, 0.362, -3.378)
H (-4.572, 4.989, -0.798)
H (0.023, 2.598, -5.899)
O (-5.813, 4.660, 1.536)
C (-2.658, 2.944, 1.065)
C (1.326, -2.051, 4.239)
H (2.904, -3.827, 1.921)
O (-4.659, 3.335, 2.878)
O (-1.757, 1.129, 0.125)
H (-0.580, -3.525, 0.937)
C (-1.599, 0.898, 1.510)
H (1.650, -2.662, 5.083)
H (-1.050, -4.125, 3.196)
C (-2.918, 3.936, -1.572)
C (-4.770, 3.889, 1.820)
H (2.508, -4.265, 3.600)
H (1.863, -0.392, 2.308)
C (-0.037, 1.478, -4.068)
C (4.060, -1.205, -1.523)
N (3.586, -2.441, -1.836)
H (1.631, -3.283, -1.827)
C (-0.206, 1.414, 1.870)
H (-1.838, 2.334, 2.834)
H (-1.309, 3.225, -4.000)
N (1.850, -1.247, -1.212)
O (0.729, 1.131, 1.016)
N (0.431, -1.765, 1.539)
C (0.317, 1.677, -5.420)
Er (-0.064, 0.205, -0.626)
H (-3.073, 4.323, -2.567)
H (2.516, -1.610, 1.181)
N (-0.026, -2.431, 3.855)
C (1.343, -0.459, -5.422)
H (1.336, -0.999, 4.533)
H (-0.620, 2.887, 0.359)
C (0.433, -3.223, 1.226)
C (1.024, 0.720, -6.097)
H (4.139, -3.219, -2.164)
C (2.980, -0.466, -1.140)

# 3
# C28H30BF5HgN8O3

C28H30BF5HgN8O3 as an isolated structure at a distorted geometry (the ωB97M-V functional and the def2-TZVPD basis, the OMol25 dataset).

Computed properties:
Electronic energy ... -66027.70053 eV
Charge ... -1
Spin multiplicity ... 2
Gap between HOMO and LUMO (spin up / spin down) ... 4.56 / 7.43 eV

Element x y z (Å)
F (-5.570, 1.444, 0.664)
C (-1.812, 1.674, -3.205)
H (-0.152, 4.006, -5.035)
H (0.939, 2.840, 3.199)
H (3.390, 0.829, -1.450)
C (-4.800, 1.154, 1.741)
N (-0.041, -2.221, 1.289)
N (3.112, 2.789, -3.008)
H (2.589, 0.888, -3.639)
N (0.862, -1.278, -1.349)
N (0.129, 0.833, 0.769)
H (0.905, -2.892, 3.897)
C (0.656, -3.687, 3.196)
H (0.480, -0.476, -4.000)
H (-0.369, 3.897, 0.392)
H (3.903, 3.417, -3.099)
C (2.874, -1.991, -0.808)
C (0.388, 1.831, -2.502)
H (4.862, -2.672, -0.638)
H (0.012, -2.171, -3.889)
C (-0.371, 3.226, -4.324)
H (-4.166, -2.810, 0.870)
H (-2.087, -4.472, 2.418)
N (-1.103, -2.044, 0.483)
C (2.391, 0.290, 3.546)
O (-3.087, 0.354, 0.333)
C (-3.516, 0.573, 1.506)
C (1.413, 0.797, 2.547)
C (0.809, 2.040, 2.498)
H (-2.434, 2.965, -4.796)
H (-3.413, -2.167, -0.595)
C (-0.302, -3.206, 2.165)
F (-6.502, 2.041, 3.140)
H (2.094, -1.824, 1.859)
O (2.184, 4.446, -4.275)
C (1.490, -1.585, -2.480)
H (1.579, -4.029, 2.728)
C (2.775, -2.041, -2.185)
C (-4.545, 1.182, 4.139)
H (1.968, -0.551, 4.091)
F (-2.565, 0.257, 5.060)
C (-1.602, 2.664, -4.172)
H (3.786, -3.260, 0.641)
N (-0.811, 1.287, -2.351)
H (0.206, -4.512, 3.743)
C (4.040, -2.401, 0.020)
N (1.705, -1.527, -0.328)
C (-3.313, 0.565, 3.977)
H (-3.514, -3.925, -0.339)
H (1.136, 1.533, -1.775)
C (-3.363, -2.962, 0.150)
F (-5.013, 1.503, 5.370)
H (-1.576, 3.428, 1.593)
H (4.364, -1.590, 0.668)
C (-0.916, 3.055, 0.812)
C (0.000, 2.019, 1.361)
C (-2.826, 0.281, 2.715)
C (3.478, 1.428, -3.290)
F (-1.602, -0.301, 2.645)
H (-2.780, 1.220, -3.054)
C (-5.289, 1.461, 2.997)
Hg (-1.090, -0.141, -0.701)
H (2.638, 1.080, 4.249)
H (1.585, -1.736, -4.587)
N (0.982, 0.085, 1.491)
B (1.258, -1.397, 1.144)
H (3.301, -0.044, 3.050)
O (4.039, 0.803, -2.164)
H (4.256, 1.353, -4.063)
C (-2.046, -2.910, 0.839)
C (0.713, 2.783, -3.477)
C (-1.575, -3.682, 1.903)
C (0.855, -1.482, -3.820)
H (-1.526, 2.614, 0.023)
C (1.994, 3.394, -3.646)
H (3.536, -2.342, -2.874)

# 4
# C27H36HgN4OTe

C27H36HgN4OTe as an isolated structure (the ωB97M-V functional and the def2-TZVPD basis, the OMol25 dataset).

Computed properties:
Electronic energy ... -48058.30881 eV
Gap between HOMO and LUMO ... 8.03 eV

Element x y z (Å)
H (2.070, 1.662, -3.646)
H (0.182, 2.048, -5.528)
N (1.106, 1.385, -3.746)
C (1.823, 0.079, 2.114)
C (3.976, 0.700, 2.985)
Hg (1.372, 2.265, -0.463)
H (2.229, -1.924, -0.531)
H (-0.332, 4.320, -2.666)
C (-4.715, 1.288, 0.565)
C (1.036, 0.036, -4.298)
H (6.509, -0.003, 3.200)
C (1.648, -1.782, 0.383)
Te (-0.281, 0.177, 2.492)
H (-2.869, -2.302, 0.845)
H (1.240, 0.022, -5.380)
C (-0.963, 2.787, -3.879)
H (1.806, -0.565, -3.806)
H (-1.753, -3.313, -0.077)
H (-0.469, -5.639, 3.763)
N (-0.689, -0.683, -2.611)
H (-1.529, -4.917, 1.660)
C (-5.335, 1.985, -1.654)
H (-1.420, -1.594, 0.157)
H (-0.322, -1.619, -4.438)
H (1.564, 1.824, 4.599)
C (-4.023, 1.808, -2.077)
H (-1.586, 1.900, -3.742)
N (-0.766, 3.411, -2.569)
H (1.316, 2.661, 3.066)
C (0.139, -2.327, 3.942)
C (4.584, -0.336, 2.288)
C (-1.093, -2.843, 1.912)
C (2.046, 2.120, 3.665)
H (-1.095, -0.052, -4.557)
N (-1.088, 0.669, 0.742)
H (0.633, -1.596, 4.577)
H (4.588, 1.351, 3.604)
H (-2.031, 1.220, -1.489)
H (0.709, -1.297, 0.118)
C (-0.320, -0.609, -4.026)
C (-3.401, 1.116, 0.144)
H (-3.756, 1.998, -3.112)
C (-1.812, -2.488, 0.634)
H (6.565, -0.256, 1.456)
H (-0.051, -1.300, -2.124)
C (-2.372, 0.642, 1.118)
C (-1.065, -4.181, 2.309)
C (3.795, -1.128, 1.465)
H (2.845, 2.817, 3.912)
C (-5.679, 1.726, -0.333)
H (-1.475, 3.441, -4.595)
C (2.608, 0.931, 2.913)
H (0.596, -3.961, 5.253)
H (0.981, 3.296, -4.575)
H (-1.649, 3.548, -2.093)
H (-6.091, 2.320, -2.356)
C (0.371, 2.392, -4.502)
C (6.070, -0.569, 2.378)
C (0.138, -3.658, 4.319)
H (4.264, -1.917, 0.880)
H (-0.557, 0.230, -2.180)
H (6.294, -1.626, 2.531)
C (-0.466, -4.591, 3.489)
O (-2.718, 0.211, 2.259)
C (-3.058, 1.375, -1.179)
C (2.426, -0.938, 1.360)
H (-6.703, 1.859, -0.005)
H (1.421, -2.768, 0.794)
C (-0.463, -1.918, 2.749)
H (-4.960, 1.079, 1.597)

# 5
# C20H36N4O8S2

A 3-piece molecular cluster, C20H36N4O8S2 overall at a distorted geometry (the ωB97M-V functional and the def2-TZVPD basis, the OMol25 dataset).

Computed properties:
Electronic energy ... -65331.83752 eV
SMILES ... CS(=O)(=O)[C@@](CC=O)(CCCCCCCSc1nnco1)OC=O.CN(C)C=O.CN(C)C=O
Gap between HOMO and LUMO ... 9.57 eV

Element x y z (Å)
H (-2.250, 1.714, -2.672)
H (-2.326, -3.963, 0.806)
C (-4.569, -2.782, -0.474)
H (-6.261, -0.172, 1.098)
O (-0.689, 1.532, -1.241)
H (1.546, -1.517, 3.535)
C (0.545, 0.260, 2.968)
C (0.134, 0.964, 1.679)
H (3.478, 2.191, -1.310)
C (3.269, 3.259, -1.371)
H (0.059, 2.041, 1.773)
C (3.895, -0.142, -3.102)
O (-4.986, -2.495, 0.817)
C (-3.287, -3.024, 2.539)
C (-0.745, -2.991, 1.882)
H (5.221, 4.348, 1.153)
C (3.425, -0.271, -5.500)
O (3.786, 2.913, 1.278)
H (-3.837, 1.126, 1.309)
H (6.358, 0.029, -4.202)
H (-2.384, -1.385, 0.332)
O (-5.508, -2.000, 3.893)
H (-4.050, -3.779, 2.705)
S (-5.009, -1.026, 2.958)
H (5.736, 0.770, -5.695)
H (3.255, 3.571, -2.413)
C (-3.696, 0.339, 0.543)
H (3.931, -0.998, -6.139)
H (-1.279, -1.474, 3.399)
O (-5.047, -2.192, -1.408)
S (1.263, 0.617, 0.279)
C (-2.116, -3.716, 1.842)
C (-3.051, -0.941, 1.067)
H (5.637, 1.642, -4.148)
H (0.033, -3.745, 1.812)
H (1.197, -1.508, 1.827)
C (5.578, 0.663, -4.625)
C (-6.441, -0.308, 2.160)
C (4.438, 3.738, 0.670)
N (4.275, 0.071, -4.376)
H (-2.413, -0.619, 1.885)
N (-0.128, -0.485, -1.821)
H (-0.283, 0.384, 3.661)
H (-3.870, -3.602, -0.674)
O (4.566, 0.126, -2.124)
C (0.108, 0.470, -1.034)
H (5.644, 4.501, -2.145)
N (4.287, 3.999, -0.641)
H (3.205, 0.624, -6.085)
O (-4.180, -0.046, 3.604)
C (5.091, 4.982, -1.335)
H (-0.647, -2.372, 0.990)
H (-1.987, -4.672, 2.345)
H (-0.226, -2.761, 3.959)
C (0.795, -1.244, 2.798)
H (-3.046, -2.627, 3.518)
C (-0.454, -2.119, 3.111)
H (4.448, 5.758, -1.756)
H (-0.847, 0.618, 1.363)
H (2.293, 3.447, -0.919)
C (-1.471, 1.103, -2.273)
O (-3.995, 0.539, -0.607)
H (1.435, 0.746, 3.353)
C (-4.012, -1.959, 1.701)
H (2.490, -0.702, -5.149)
H (-7.298, -0.939, 2.340)
H (-6.558, 0.682, 2.586)
H (2.892, -0.594, -3.018)
H (5.799, 5.443, -0.650)
N (-1.166, -0.043, -2.632)

# 6
# C4H11N2S

A 2-piece molecular cluster, C4H11N2S overall at a distorted geometry (the ωB97M-V functional and the def2-TZVPD basis, the OMol25 dataset).

Computed properties:
Electronic energy ... -18133.26313 eV
Charge ... +1
Gap between HOMO and LUMO ... 10.07 eV

Element x y z (Å)
C (0.231, 0.283, -0.420)
H (-2.013, -1.322, 2.366)
H (1.620, -0.038, -1.951)
H (3.065, 2.818, 0.131)
H (-1.953, -2.494, -0.247)
H (-2.111, 0.524, 0.209)
H (-1.166, 0.202, 2.289)
C (-1.740, -0.456, 0.370)
N (-2.107, -1.445, -0.401)
H (2.640, 2.142, -1.404)
H (3.146, 1.079, -0.010)
H (-0.326, -1.254, 1.958)
S (0.878, 1.634, 0.355)
C (-1.314, -0.812, 1.743)
C (2.547, 1.882, -0.338)
H (0.448, -1.133, -2.042)
N (0.756, -0.390, -1.429)
H (-2.599, -1.218, -1.180)

# 7
# C51H44N11O2SSiTi

C51H44N11O2SSiTi as an isolated structure at a distorted geometry (the ωB97M-V functional and the def2-TZVPD basis, the OMol25 dataset).

Computed properties:
Electronic energy ... -115922.11238 eV
Charge ... -1
Gap between HOMO and LUMO ... 4.47 eV

Element x y z (Å)
H (-0.840, -3.562, -5.284)
H (5.640, 1.771, 0.474)
C (7.160, -3.613, 0.484)
N (1.238, -1.209, -0.364)
H (0.616, 1.426, -6.016)
H (3.907, -2.729, -1.693)
C (5.948, -1.411, 1.484)
C (3.806, -1.907, 0.296)
H (-1.763, -1.926, -3.592)
C (-4.801, -0.489, -0.753)
C (-5.139, -2.540, 0.462)
S (-2.526, 2.600, 1.410)
C (-0.945, -5.649, -1.256)
H (-5.072, 3.218, 2.615)
C (0.525, -5.036, 0.528)
H (-0.082, 5.322, 0.098)
N (1.056, -3.552, -4.464)
C (2.981, -1.286, 1.222)
H (-0.995, 2.824, 3.839)
Si (0.027, 3.240, -1.146)
C (0.086, -5.984, -0.384)
C (-1.466, 1.895, -5.495)
H (1.505, 4.591, 0.372)
N (0.020, -1.835, -2.575)
C (0.849, -0.215, 3.123)
H (7.850, -1.120, 2.430)
H (-1.777, 3.741, -2.745)
C (-2.421, 1.762, -4.546)
H (2.833, -3.422, -3.442)
H (1.046, 0.315, -3.870)
C (-2.386, 3.349, 5.369)
H (-5.168, 0.416, -1.214)
H (-1.640, 3.377, 6.154)
C (-1.732, 3.580, -1.666)
H (-6.714, -1.179, -0.081)
H (-5.710, 4.650, 6.506)
C (4.210, 1.257, -1.048)
H (-5.803, -3.233, 0.964)
C (-3.710, 3.649, 5.703)
C (3.288, -2.237, -0.957)
H (3.333, -1.087, 2.224)
H (7.666, -4.491, 0.100)
N (0.490, 1.544, -0.872)
H (-2.468, 2.834, -1.382)
C (-1.051, -3.397, -0.338)
H (0.061, 3.997, 1.245)
C (7.259, -1.752, 1.777)
C (-5.652, -1.383, -0.121)
O (-3.263, 3.865, 8.033)
C (2.870, 1.202, -1.402)
N (-1.553, -2.093, -0.391)
C (-2.908, -1.934, -0.234)
H (0.886, 4.956, -2.695)
C (-3.783, -2.823, 0.410)
H (-2.581, -0.069, 1.617)
H (3.880, 2.457, 2.094)
C (-4.017, 4.000, 7.103)
H (-2.307, -4.126, -1.912)
C (1.855, 1.580, -0.510)
N (7.870, -2.832, 1.294)
C (-0.168, 1.344, -5.278)
H (0.280, -3.055, 1.304)
C (0.655, -0.392, 1.767)
C (5.844, -3.362, 0.129)
C (-4.664, 3.594, 4.678)
H (2.180, 3.807, -2.345)
C (-0.745, -2.293, -3.557)
H (-3.422, 2.152, -4.665)
H (5.523, -0.498, 1.879)
H (0.898, 3.376, -3.492)
C (1.688, -0.935, 0.856)
H (-3.395, -3.728, 0.859)
H (-2.024, 4.504, -1.160)
C (-0.218, -3.173, -4.488)
H (-2.233, -0.036, 4.103)
C (-0.041, -3.768, 0.557)
H (1.306, -5.285, 1.237)
C (2.267, 2.023, 0.761)
C (0.436, 4.379, 0.296)
H (2.585, 0.884, -2.399)
C (1.986, -1.879, -1.239)
C (1.274, -2.268, -2.483)
H (1.842, -0.200, 3.556)
N (-3.041, 0.795, -2.436)
Ti (-0.584, -0.228, -1.145)
O (-5.253, 4.530, 7.345)
N (-0.179, -0.067, 3.963)
C (-2.976, 2.993, 3.023)
N (-0.860, 0.589, -3.111)
C (3.606, 2.093, 1.110)
H (-5.718, 3.770, 4.877)
C (4.592, 1.708, 0.209)
C (-2.030, 3.037, 4.076)
H (1.501, 2.315, 1.466)
C (-4.314, 3.271, 3.386)
C (-1.503, -4.382, -1.231)
H (5.319, -4.059, -0.510)
C (5.211, -2.233, 0.639)
C (-2.125, 1.058, -3.332)
N (-0.566, -0.267, 1.221)
C (-1.385, -0.089, 3.431)
C (0.067, 0.729, -4.089)
N (-2.477, 0.013, -1.454)
C (1.799, -3.104, -3.463)
C (-1.594, -0.138, 2.045)
H (-1.315, -6.382, -1.962)
H (4.964, 0.963, -1.770)
H (-1.684, 2.419, -6.418)
C (-3.437, -0.746, -0.770)
C (1.111, 3.893, -2.553)
H (0.524, -6.974, -0.405)

# 8
# C3H4O

A 2-piece molecular cluster, C3H4O overall at a distorted geometry (the ωB97M-V functional and the def2-TZVPD basis, the OMol25 dataset).

Computed properties:
Electronic energy ... -5219.83382 eV
SMILES ... C#C.C=O
Gap between HOMO and LUMO ... 10.88 eV

Element x y z (Å)
C (-1.522, -0.656, -0.436)
H (-0.957, 0.180, -0.871)
H (2.419, -0.117, -0.896)
C (1.432, -0.343, 1.154)
H (-0.875, -1.401, 0.244)
H (1.052, -0.283, 2.109)
O (-2.695, -0.803, -0.453)
C (1.948, -0.138, 0.093)